[1]
{"formula": "C20H36BBr2CaCl3F5KN2O9", "method": "ωB97M-V/def2-TZVPD", "elements": ["O", "C", "Br", "O", "C", "C", "C", "C", "Br", "H", "H", "H", "H", "H", "H", "H", "H", "C", "C", "O", "C", "O", "O", "F", "H", "H", "H", "C", "C", "N", "H", "H", "H", "C", "O", "H", "H", "H", "Ca", "C", "C", "N", "C", "C", "C", "C", "H", "H", "H", "H", "H", "H", "H", "H", "H", "H", "H", "H", "H", "H", "H", "Cl", "C", "C", "Cl", "H", "H", "H", "H", "Cl", "B", "F", "F", "F", "F", "K", "C", "O", "O", "O"], "positions_angstrom": [[5.726, 3.263, 2.525], [5.306, 3.032, 1.484], [5.902, 1.447, 0.495], [4.387, 3.748, 0.861], [3.370, 4.272, 1.756], [2.657, 3.183, 2.582], [1.640, 2.344, 1.735], [0.238, 2.991, 1.695], [-0.020, 4.279, 0.253], [3.731, 5.083, 2.410], [2.615, 4.752, 1.113], [2.047, 3.716, 3.337], [3.329, 2.523, 3.155], [1.514, 1.389, 2.290], [2.038, 2.075, 0.744], [-0.480, 2.170, 1.534], [-0.008, 3.508, 2.637], [0.248, 1.037, -2.962], [-0.968, 0.198, -3.240], [-1.118, -0.538, -2.039], [-0.606, 0.247, -1.054], [-0.797, 0.083, 0.110], [0.146, 1.249, -1.556], [-0.748, -0.668, -4.263], [1.179, 0.512, -3.185], [0.240, 1.982, -3.502], [-1.878, 0.769, -3.434], [-3.761, 2.691, 1.496], [-3.615, 2.184, 0.135], [-3.499, 1.787, -0.933], [-3.931, 1.887, 2.193], [-2.859, 3.231, 1.825], [-4.603, 3.389, 1.581], [-2.204, 6.612, 1.661], [-2.457, 5.368, 2.092], [-1.981, 7.373, 2.445], [-1.356, 6.738, 0.974], [-3.032, 7.118, 1.098], [-4.818, 1.488, 3.412], [0.616, -8.003, -2.292], [-0.166, -6.696, -2.249], [0.515, -5.640, -1.510], [-0.339, -4.485, -1.238], [-0.845, -3.673, -2.416], [1.869, -5.320, -1.942], [2.068, -4.880, -3.394], [0.863, -8.349, -1.284], [0.013, -8.774, -2.773], [1.543, -7.911, -2.863], [-1.119, -6.902, -1.764], [-0.407, -6.390, -3.271], [0.183, -3.814, -0.549], [-1.217, -4.843, -0.678], [-0.054, -3.043, -2.836], [-1.639, -3.005, -2.087], [-1.262, -4.305, -3.203], [2.498, -6.197, -1.764], [2.286, -4.552, -1.280], [1.512, -5.500, -4.097], [3.126, -4.959, -3.658], [1.782, -3.841, -3.545], [-4.406, -1.884, 4.513], [-4.380, -3.660, 4.748], [-5.324, -4.372, 3.808], [-7.031, -4.046, 4.198], [-4.621, -3.867, 5.789], [-3.357, -3.989, 4.563], [-5.182, -5.450, 3.889], [-5.153, -4.082, 2.773], [-3.029, -5.389, -2.900], [1.706, 8.181, 1.034], [2.827, 8.303, 0.180], [1.729, 9.224, 1.993], [0.522, 8.268, 0.271], [1.758, 6.928, 1.701], [-0.269, -4.118, 1.153], [5.256, 3.143, -2.613], [6.452, 3.405, -2.491], [4.348, 3.990, -2.824], [4.757, 1.988, -2.550]], "charge": -2, "lumo_energy_ev": -0.360}

---

[2]
{"formula": "C20H36Cl2FeN2O3P", "method": "ωB97M-V/def2-TZVPD", "elements": ["O", "C", "C", "C", "H", "C", "H", "C", "H", "C", "H", "C", "H", "H", "C", "C", "H", "H", "H", "C", "C", "H", "H", "H", "H", "Fe", "Cl", "Cl", "H", "H", "C", "C", "N", "H", "C", "O", "H", "H", "H", "H", "H", "H", "C", "C", "N", "H", "C", "O", "H", "H", "H", "H", "C", "P", "C", "C", "H", "H", "H", "H", "H", "H", "H", "H", "H"], "positions_angstrom": [[-1.555, 1.197, -2.486], [-2.044, 2.302, -2.621], [-3.261, 2.674, -3.421], [-4.285, 1.729, -3.528], [-4.324, 0.917, -2.804], [-5.200, 1.824, -4.569], [-5.943, 1.043, -4.685], [-5.146, 2.889, -5.470], [-5.805, 2.916, -6.340], [-4.213, 3.925, -5.276], [-4.205, 4.790, -5.956], [-3.290, 3.840, -4.223], [-2.578, 4.656, -4.025], [-1.566, 3.166, -2.112], [1.739, -0.256, -2.769], [2.166, -0.464, -1.366], [2.564, -0.359, -3.496], [1.270, 0.741, -2.909], [0.960, -1.006, -3.019], [3.355, -0.647, -0.797], [4.689, -0.669, -1.510], [3.464, -0.713, 0.315], [4.560, -0.455, -2.587], [5.176, -1.652, -1.399], [5.398, 0.050, -1.064], [0.339, -0.657, -0.344], [-0.694, -2.537, -0.902], [-0.149, 1.327, 0.330], [-4.297, -0.178, 0.920], [-4.695, -2.653, 1.151], [-3.237, -0.398, 0.747], [-3.607, -2.819, 1.107], [-2.886, -1.603, 1.468], [-2.614, 0.427, 1.078], [-1.998, -1.616, 2.498], [-1.304, -0.661, 2.872], [-3.323, -3.617, 1.812], [-1.932, -2.623, 2.997], [-3.071, -0.566, -0.319], [-3.328, -3.133, 0.091], [3.594, 2.345, 4.810], [1.119, 3.413, 4.859], [3.544, 2.484, 3.728], [1.217, 3.449, 3.768], [2.152, 2.432, 3.302], [4.102, 1.699, 3.222], [1.789, 1.462, 2.457], [2.590, 0.712, 1.901], [0.246, 3.255, 3.299], [0.693, 1.391, 2.319], [3.950, 3.462, 3.471], [1.576, 4.443, 3.478], [0.804, -3.564, 2.133], [1.879, -2.462, 1.137], [2.960, -2.081, 2.582], [2.729, -3.840, 0.252], [0.387, -3.013, 2.984], [1.465, -4.365, 2.498], [-0.008, -3.982, 1.529], [3.241, -3.004, 3.108], [3.845, -1.500, 2.313], [2.341, -1.465, 3.248], [3.189, -4.528, 0.978], [1.966, -4.386, -0.322], [3.497, -3.486, -0.446]], "charge": -1, "multiplicity": 5, "s_squared": 6.02, "lumo_energy_ev": [2.356, 2.354], "e_above_lowest_kcal_mol": 0.0}

---

Number 2 is which compound? C20H36Cl2FeN2O3P